82
Properties=species:S:1:pos:R:3:mulliken_charge:R:1 method="wB97M-V/def2-TZVPD" multiplicity=5 e_homo_ha="-0.6891 / -0.7292" de_lowest_kcal_mol=23.4 total_charge=+4 total_energy_ha=-8736.37183 mol_weight_g_mol=791.8 s2=6.021
Pd 0.2016 -0.5264 -0.0754 1.05
C 0.9523 3.4547 1.1148 -1.44
As -0.1966 1.8885 1.2212 1.52
C -1.9892 2.6837 1.1708 -1.07
C -0.0127 1.2620 3.0741 0.06
C 0.5694 2.1283 3.9998 -0.57
C 0.5576 1.7886 5.3460 -0.91
C 0.0231 0.5756 5.7558 -0.79
C -0.5154 -0.3084 4.8256 -0.49
C -0.5226 0.0217 3.4748 -0.71
As -1.1737 -1.2591 2.1530 1.04
C -1.3479 -2.9343 3.1482 -1.42
C -3.0600 -0.7768 1.9399 -0.90
H 0.6183 4.1873 1.8494 0.57
H 0.8615 3.8928 0.1241 0.32
H 1.9942 3.1960 1.2928 0.32
H -2.4698 2.5124 2.1319 0.44
H -2.5947 2.2443 0.3803 0.07
H -1.8813 3.7555 1.0072 0.56
H 0.9979 3.0744 3.7003 0.46
H 0.9692 2.4814 6.0687 0.49
H 0.0501 0.2970 6.8016 0.48
H -0.9204 -1.2521 5.1653 0.45
H -2.0606 -2.7779 3.9585 0.58
H -0.3973 -3.2731 3.5556 0.41
H -1.7506 -3.7058 2.4936 0.42
H -3.4327 -0.3623 2.8756 0.49
H -3.6114 -1.6861 1.7017 0.53
H -3.1815 -0.0625 1.1299 -0.03
C -0.8651 -4.1861 -0.7615 -1.00
P 0.4691 -2.9628 -0.8991 1.09
C 1.1255 -3.1571 -2.5777 -1.30
C 1.7859 -3.5274 0.2484 -1.08
C 2.9211 -2.5122 0.3691 -1.06
P 2.3856 -0.9722 1.2163 1.21
C 2.4167 -1.4066 2.9878 -1.29
C 3.7846 0.1683 1.0334 -1.37
H -0.4128 -5.1810 -0.7745 0.54
H -1.5351 -4.0940 -1.6153 0.33
H -1.4369 -4.0669 0.1571 0.16
H 1.3585 -4.2156 -2.7230 0.50
H 2.0238 -2.5602 -2.7260 0.37
H 0.3732 -2.8587 -3.3076 0.38
H 2.1595 -4.4806 -0.1376 0.66
H 1.3271 -3.7253 1.2211 0.32
H 3.3117 -2.2339 -0.6119 0.25
H 3.7453 -2.9375 0.9461 0.71
H 3.3753 -1.8819 3.2048 0.61
H 1.6119 -2.0915 3.2529 0.28
H 2.3282 -0.5076 3.5988 0.34
H 4.6765 -0.3028 1.4516 0.53
H 3.5929 1.0916 1.5813 0.36
H 3.9540 0.3937 -0.0169 0.33
C -2.0862 0.3456 -3.9806 -1.06
As -2.9051 -0.3342 -2.3695 0.40
C -3.5164 -2.1281 -2.7151 -1.17
C -4.4250 0.7532 -1.9025 -1.14
O -1.7535 -0.2922 -1.1244 -0.58
H -2.6695 0.0106 -4.8387 0.49
H -1.0729 -0.0447 -4.0552 0.30
H -2.0751 1.4338 -3.9610 0.34
H -4.4037 -2.0623 -3.3465 0.50
H -3.7849 -2.6258 -1.7852 0.40
H -2.7522 -2.6938 -3.2455 0.37
H -5.0983 0.7666 -2.7611 0.47
H -4.1213 1.7722 -1.6731 0.36
H -4.9525 0.3180 -1.0552 0.40
C 2.2401 3.8242 -4.5067 -0.93
N 1.8434 2.9115 -3.4407 -0.02
C 2.5124 1.6499 -3.2123 -0.57
C 1.7080 1.0980 -2.0531 -0.64
O 1.9160 -0.0179 -1.5232 -0.49
N 0.7769 1.9823 -1.6813 0.63
C 0.8708 3.0378 -2.5500 0.33
N 0.0373 4.0671 -2.4815 -0.31
H 3.3242 3.9276 -4.5111 0.31
H 1.8107 4.8116 -4.3570 0.38
H 1.9297 3.4464 -5.4814 0.34
H 3.5602 1.7916 -2.9309 0.39
H 2.4915 0.9989 -4.0894 0.37
H -0.6643 4.0862 -1.7641 0.14
H 0.1063 4.8550 -3.1065 0.18

74
Properties=species:S:1:pos:R:3:mulliken_charge:R:1 method="wB97M-V/def2-TZVPD" e_homo_ha=-0.0513 total_charge=-1 total_energy_ha=-1385.57372 mol_weight_g_mol=449.7
C 0.5967 0.4678 -1.5460 -0.69
C 0.1224 1.6326 -0.8878 -0.69
C -1.1396 1.7095 0.0017 -0.19
C -0.7264 1.7756 1.5586 -1.21
C 0.3009 0.6230 1.9527 0.37
C -0.0992 -0.1296 3.2897 -0.56
C 1.2184 -0.8101 3.8678 -0.25
C 0.9390 -2.0850 4.7481 -0.65
O 0.1493 -3.1004 4.1272 -0.44
C 0.5445 -3.3675 2.7808 0.10
C 2.0711 -3.7395 2.6074 -0.94
N -1.9276 0.4484 -0.1043 0.24
C -2.6773 0.3762 -1.3739 -0.23
C -3.4076 -1.0206 -1.6028 -0.28
C -2.7663 -2.2272 -0.8241 -0.87
H 0.8015 -0.4791 -0.9865 0.02
H 0.7633 0.4645 -2.6632 0.31
H 0.7167 2.5760 -1.0454 0.26
H -0.3332 2.8028 1.7661 0.35
H -1.6897 1.6565 2.1291 0.40
H 0.3719 -0.1212 1.1159 -0.28
H 1.2839 1.1533 2.1204 0.32
H -0.4587 0.5975 4.0708 0.42
H -0.8812 -0.8802 3.0224 0.20
H 1.6660 -0.0420 4.5654 0.46
H 1.9976 -0.9783 3.0793 -0.21
H 1.9179 -2.4486 5.1602 0.28
H 0.3391 -1.7295 5.6345 0.42
H 0.2096 -2.5705 2.0571 -0.08
H -0.0273 -4.2883 2.4715 0.38
H 2.7010 -2.8600 2.3134 0.12
H 2.1454 -4.4578 1.7404 0.37
H 2.4912 -4.2929 3.4874 0.27
H -2.6593 0.5082 0.6130 0.19
H -2.0240 0.5616 -2.2642 -0.25
H -3.5036 1.1503 -1.3042 0.28
H -4.4905 -0.9022 -1.3509 0.32
H -3.3284 -1.2470 -2.7016 0.12
H -1.9203 -2.6921 -1.4006 0.22
H -3.5397 -3.0489 -0.7345 0.39
H -2.4482 -1.9904 0.2177 0.07
N 3.8336 -1.7586 -0.2852 -0.13
C 4.6534 -0.9932 0.4432 -0.09
C 6.0293 -1.1571 0.4851 -0.67
C 6.5915 -2.1754 -0.2680 -0.17
C 5.7626 -2.9837 -1.0302 -0.48
C 4.3996 -2.7332 -1.0048 -0.25
H 4.1660 -0.2121 1.0173 0.32
H 6.6440 -0.5046 1.0917 0.37
H 7.6634 -2.3374 -0.2616 0.35
H 6.1646 -3.7893 -1.6311 0.37
H 3.7107 -3.3360 -1.5872 0.38
N -4.1520 4.8027 2.4000 -0.57
C -3.9144 5.8932 3.1402 -0.23
C -2.8923 6.7919 2.8839 -0.33
C -2.0617 6.5493 1.7989 -0.31
C -2.2852 5.4272 1.0177 -0.38
C -3.3370 4.5919 1.3573 -0.14
H -4.5877 6.0386 3.9789 0.36
H -2.7488 7.6591 3.5163 0.34
H -1.2494 7.2283 1.5656 0.36
H -1.6595 5.2028 0.1637 0.40
H -3.5515 3.7029 0.7744 0.49
N -0.1467 -0.1072 -5.1008 -0.30
C 0.4799 -0.8114 -6.0498 -0.23
C -0.1681 -1.4348 -7.1048 -0.46
C -1.5479 -1.3275 -7.1817 -0.17
C -2.2208 -0.6050 -6.2091 -0.57
C -1.4775 -0.0167 -5.1973 -0.20
H 1.5582 -0.8698 -5.9446 0.38
H 0.3925 -1.9901 -7.8460 0.35
H -2.0925 -1.8016 -7.9903 0.35
H -3.2976 -0.4995 -6.2348 0.36
H -1.9581 0.5612 -4.4154 0.46

23
Properties=species:S:1:pos:R:3:mulliken_charge:R:1 method="wB97M-V/def2-TZVPD" e_homo_ha=-0.3251 de_lowest_kcal_mol=182.6 total_energy_ha=-367.34030 mol_weight_g_mol=117.2
C 2.2998 -1.2455 0.3332 -0.41
N 1.0414 -0.9594 0.9914 -0.33
C -0.0869 -0.3036 -0.3792 -0.97
C -1.3361 0.5151 -0.8885 -0.99
C -2.7348 0.2706 -0.2138 -0.02
C -3.7712 0.9842 -0.6247 -0.87
C 3.1430 0.0370 0.2500 -1.04
H 2.2268 -1.6260 -0.7426 0.29
H 2.7545 -1.9692 0.9372 0.47
H 0.6686 -1.9437 1.1033 0.26
H 0.6359 0.2052 -0.8902 0.42
H -0.2824 -1.2268 -0.9320 0.52
H -0.9438 1.4403 -0.6898 0.43
H -1.5338 0.3550 -1.9456 0.62
H -2.9462 -0.4356 0.6468 0.23
H -4.7192 0.8437 -0.3289 0.35
H -3.5261 1.6150 -1.4623 0.25
H 2.6517 0.7740 -0.3957 0.29
H 3.4793 0.4928 1.2239 0.27
H 4.0236 -0.2790 -0.3112 0.38
H -0.3479 1.6377 1.6173 0.28
H -0.1318 0.0855 0.8422 0.36
O -0.5644 0.7331 1.8592 -0.76

76
Properties=species:S:1:pos:R:3:mulliken_charge:R:1 method="wB97M-V/def2-TZVPD" e_homo_ha=-0.3555 de_lowest_kcal_mol=0.0 total_charge=+1 smiles=CCC[NH+](CCC)C(c1ccc(N(C)c2ccccc2)cc1)c1ccc(N(C)c2ccccc2)cc1 total_energy_ha=-1445.50492 mol_weight_g_mol=478.7
C -1.6226 4.4647 3.4633 -1.44
C -1.5702 3.8197 2.0787 -0.01
C -0.1612 3.7768 1.5034 -1.00
N 0.0022 2.8488 0.2807 0.41
C 1.1877 3.3931 -0.5451 -0.74
C 0.6938 4.1876 -1.7562 -0.22
C 1.8283 4.8427 -2.5303 -1.40
C 0.0154 1.3727 0.7024 0.56
C -1.3003 0.7065 0.2590 -0.24
C -2.1902 0.2231 1.2183 -1.07
C -3.3363 -0.4732 0.8413 -1.08
C -3.6765 -0.6206 -0.5212 1.74
N -4.7726 -1.3615 -0.9535 0.04
C -5.0105 -1.4213 -2.3886 -1.65
C -5.4527 -2.3193 -0.1733 0.36
C -5.6741 -3.6009 -0.7212 -0.29
C -6.2041 -4.6242 0.0618 -0.64
C -6.5987 -4.3670 1.3824 -0.48
C -6.5417 -3.0568 1.8777 -0.56
C -5.9804 -2.0324 1.1050 -0.32
C -2.7830 -0.0833 -1.4866 -0.62
C -1.6087 0.5520 -1.1006 -0.87
C 1.2736 0.6109 0.3006 -0.83
C 2.5069 0.9196 0.9057 -0.04
C 3.6697 0.2513 0.5289 -0.52
C 3.6360 -0.7220 -0.4932 -0.65
N 4.8025 -1.3852 -0.9558 0.28
C 5.0417 -1.3270 -2.3968 -1.32
C 5.4408 -2.3840 -0.2207 1.13
C 5.9952 -3.5033 -0.8786 -0.41
C 6.4764 -4.5862 -0.1420 -0.68
C 6.4945 -4.5278 1.2585 -0.51
C 6.0222 -3.3849 1.9179 -0.64
C 5.4807 -2.3227 1.1896 -0.46
C 2.3962 -1.0475 -1.0636 -0.34
C 1.2267 -0.4546 -0.6064 -0.70
H -2.6563 4.6621 3.7654 0.39
H -1.1726 3.8108 4.2187 0.37
H -1.0902 5.4226 3.4847 0.36
H -2.0035 2.8053 2.1048 0.11
H -2.1885 4.4113 1.3878 0.35
H 0.1496 4.7717 1.1691 0.69
H 0.5779 3.4188 2.2255 0.25
H -0.8451 2.9883 -0.2966 0.55
H 1.7731 4.0153 0.1433 0.42
H 1.8290 2.5727 -0.8615 0.29
H 0.1413 3.4928 -2.4119 0.31
H -0.0270 4.9511 -1.4200 0.37
H 1.4472 5.3262 -3.4360 0.39
H 2.3253 5.6103 -1.9266 0.37
H 2.5855 4.1094 -2.8342 0.34
H 0.0077 1.4103 1.8004 0.71
H -1.9614 0.3942 2.2735 0.39
H -3.9486 -0.9159 1.6108 0.44
H -4.9567 -0.4171 -2.8149 0.44
H -4.2782 -2.0633 -2.8923 0.45
H -6.0108 -1.8174 -2.5629 0.49
H -5.3911 -3.8085 -1.7554 0.40
H -6.2926 -5.6310 -0.3546 0.36
H -6.9701 -5.1801 2.0112 0.37
H -6.9235 -2.8434 2.8798 0.37
H -5.9449 -1.0115 1.4845 0.53
H -2.9665 -0.2151 -2.5526 0.37
H -0.8959 0.8824 -1.8713 0.49
H 2.5569 1.7104 1.6657 0.38
H 4.6191 0.4782 1.0066 0.59
H 6.0885 -1.5721 -2.5872 0.49
H 4.3904 -2.0185 -2.9470 0.40
H 4.8425 -0.3052 -2.7371 0.28
H 6.0051 -3.5443 -1.9690 0.37
H 6.8264 -5.4773 -0.6665 0.36
H 6.8865 -5.3691 1.8323 0.36
H 6.0574 -3.3271 3.0071 0.36
H 5.0965 -1.4446 1.7000 0.28
H 2.3318 -1.8264 -1.8224 0.39
H 0.2789 -0.8203 -0.9924 0.62

114
Properties=species:S:1:pos:R:3:mulliken_charge:R:1 method="wB97M-V/def2-TZVPD" e_homo_ha=-0.3139 de_lowest_kcal_mol=7.5 total_charge=+1 total_energy_ha=-2287.63267 mol_weight_g_mol=738.0
F 2.6659 -2.3375 -6.6345 -0.32
C 1.8423 -1.3887 -6.0708 -0.19
C 1.6442 -0.1940 -6.7596 -0.63
C 0.8408 0.7811 -6.1546 -0.82
C 0.2046 0.5304 -4.9449 -0.43
C 0.2936 -0.7490 -4.3232 0.87
C -0.5898 -1.1107 -3.2477 1.37
C -1.4310 -2.2761 -3.3666 0.67
C -2.5897 -2.4248 -2.5416 0.03
C -3.3585 -3.5815 -2.5341 -0.59
C -3.0909 -4.6322 -3.4224 -0.52
C -2.0160 -4.4651 -4.2886 -0.02
F -1.7390 -5.4793 -5.1750 -0.33
C -1.2103 -3.3320 -4.3114 -0.71
C 1.2267 -1.6769 -4.8645 -0.51
H 2.1097 -0.0338 -7.7285 0.48
H 0.7037 1.7472 -6.6413 0.44
H -0.4461 1.2818 -4.4892 0.47
H -0.9451 -0.3209 -2.5945 -0.27
H -2.9194 -1.5739 -1.9544 0.57
H -4.1984 -3.6540 -1.8396 0.42
H -3.7069 -5.5289 -3.4564 0.51
H -0.4320 -3.2695 -5.0660 0.73
H 1.4007 -2.6359 -4.3801 0.71
C 3.2435 -0.9253 2.9824 -1.51
C 3.6020 -1.4403 1.5966 2.09
C 4.2968 -0.3214 0.8155 -1.66
C 4.5734 -2.6130 1.7850 -1.88
C 2.4061 -1.9524 0.7622 0.70
C 2.6931 -2.3930 -0.5330 -0.84
C 1.6735 -2.8567 -1.3616 -1.92
C 0.4208 -3.1432 -0.8192 -0.15
C 0.1499 -2.9166 0.5305 -0.45
C -0.9861 -3.7004 1.2350 2.40
C -2.2342 -2.8550 1.4577 -1.26
C -0.4691 -4.2749 2.5569 -1.69
C -1.4346 -4.8850 0.3710 -1.90
C 1.0486 -1.9959 1.1738 -0.75
N 0.5164 -0.8539 1.8414 1.78
C 0.4817 0.3868 1.2095 0.58
C 0.9152 0.5813 -0.1038 -1.07
C 1.2642 1.9129 -0.5717 0.43
C 1.8340 2.8952 0.2823 -0.19
C 1.8424 4.2310 -0.1045 -0.82
C 1.3875 4.5930 -1.3806 -0.91
C 0.9800 3.6066 -2.2853 -0.31
C 0.9804 2.2669 -1.9072 -0.27
N -0.3813 1.1753 1.9633 1.84
C -0.9076 2.4768 1.6319 -0.89
C -1.7474 2.6439 0.4990 -0.45
C -2.7001 1.5464 -0.0474 2.72
C -3.3478 2.0045 -1.3581 -2.49
C -3.7952 1.2428 0.9791 -1.73
C -1.9844 0.2586 -0.3460 1.37
C -1.8558 3.9312 -0.0461 0.20
C -1.7151 5.0353 0.7871 -1.54
C -1.2375 4.8290 2.0731 -0.85
C -0.6599 3.6043 2.4500 0.83
C 0.1441 3.6719 3.7762 2.04
C 0.9146 5.0030 3.8439 -1.68
C 1.1973 2.5960 3.9752 -1.59
C -0.8597 3.6401 4.9325 -1.65
C -0.8506 0.4141 3.0382 -0.91
C -0.2924 -0.8046 2.9667 -1.36
H 2.7454 -1.6929 3.5848 0.18
H 4.1778 -0.6503 3.4932 0.58
H 2.6237 -0.0253 2.9325 0.04
H 4.7779 -0.7063 -0.0909 0.35
H 3.5660 0.4419 0.5200 0.36
H 5.0664 0.1540 1.4369 0.43
H 4.9243 -3.0147 0.8291 0.32
H 5.4480 -2.2936 2.3639 0.48
H 4.0815 -3.4234 2.3367 0.41
H 3.7179 -2.3524 -0.9136 0.45
H 1.8756 -3.0606 -2.4128 0.46
H -0.3415 -3.5857 -1.4656 0.88
H -2.5675 -2.3979 0.5183 -0.14
H -3.0488 -3.4929 1.8306 0.64
H -2.0771 -2.0660 2.1952 0.30
H 0.3189 -5.0094 2.3505 0.42
H -0.0465 -3.5077 3.2100 0.19
H -1.2846 -4.7780 3.0908 0.41
H -0.5852 -5.5044 0.0650 0.38
H -2.1187 -5.5232 0.9437 0.48
H -1.9786 -4.5564 -0.5216 0.29
H 1.1258 -0.3094 -0.6962 0.23
H 2.2634 2.5674 1.2328 0.52
H 2.2047 4.9949 0.5874 0.32
H 1.3684 5.6448 -1.6677 0.41
H 0.6590 3.8781 -3.2914 0.42
H 0.7420 1.4627 -2.6092 0.06
H -2.5824 2.2407 -2.1094 0.43
H -3.9762 1.2059 -1.7746 0.37
H -3.9864 2.8819 -1.2019 0.48
H -3.3720 0.8600 1.9155 0.23
H -4.3662 2.1505 1.2051 0.39
H -4.4858 0.4857 0.5831 0.44
H -1.6789 -0.2980 0.5398 -1.33
H -2.6443 -0.3882 -0.9252 0.22
H -1.0980 0.4599 -0.9487 -1.81
H -2.1323 4.0934 -1.0910 0.44
H -1.9959 6.0340 0.4490 0.46
H -1.2574 5.6675 2.7737 0.34
H 0.2524 5.8703 3.9341 0.40
H 1.5677 5.0032 4.7261 0.46
H 1.5436 5.1281 2.9531 0.25
H 0.7675 1.6126 4.1658 0.26
H 1.8818 2.5519 3.1221 0.15
H 1.7891 2.8595 4.8639 0.67
H -1.4316 2.7039 4.9370 0.25
H -0.3332 3.7281 5.8914 0.45
H -1.5703 4.4718 4.8518 0.34
H -1.5130 0.8307 3.7823 0.31
H -0.3825 -1.6377 3.6432 0.77

36
Properties=species:S:1:pos:R:3:mulliken_charge:R:1 method="wB97M-V/def2-TZVPD" e_homo_ha=-0.1875 total_charge=-1 total_energy_ha=-1048.86979 mol_weight_g_mol=251.2
C 2.4015 -3.0403 -1.2538 -1.01
C 1.7418 -1.6821 -1.1725 0.77
O 2.1923 -0.7472 -0.5374 -0.59
O 0.6119 -1.6684 -1.8675 -0.36
C -0.1279 -0.3955 -1.9226 -0.48
Al -1.4719 -0.2149 -0.3897 -0.08
C -0.8780 -1.2920 1.2388 -0.30
C -0.8298 -0.4753 2.5230 -0.95
O 0.1214 0.6085 2.4256 -0.44
C -1.9026 1.7010 0.1121 -0.83
C -1.1317 2.8179 -0.6159 -0.61
C 0.4043 2.6640 -0.4284 0.07
C 1.0277 3.9224 0.0984 0.21
O 1.0817 4.9648 -0.5034 -0.57
O 1.5835 3.8276 1.3506 -0.53
H 3.2271 -3.0644 -0.5425 0.31
H 1.6737 -3.7946 -0.9547 0.22
H 2.7811 -3.2485 -2.2543 0.30
H -0.6809 -0.4583 -2.8658 0.42
H 0.6034 0.4077 -2.0324 0.23
H -2.8602 -0.9080 -0.9296 -0.45
H 0.1318 -1.7142 1.1051 0.10
H -1.5436 -2.1565 1.3593 0.45
H -0.5351 -1.1004 3.3798 0.39
H -1.7916 -0.0060 2.7436 0.32
H 0.9944 0.2002 2.4010 0.29
H -1.7729 1.8806 1.1875 0.30
H -2.9743 1.8515 -0.0855 0.47
H -1.3864 2.8659 -1.6782 0.21
H -1.4236 3.7914 -0.1972 0.46
H 0.8741 2.4890 -1.4013 0.12
H 0.6418 1.8043 0.1984 0.24
H 0.9771 3.3400 1.9284 0.37
O -0.4164 -4.4808 0.2050 -0.63
H -0.9176 -5.0623 -0.3740 0.28
H -0.4258 -3.6274 -0.2499 0.29

59
Properties=species:S:1:pos:R:3:mulliken_charge:R:1 method="wB97M-V/def2-TZVPD" e_homo_ha=-0.3279 smiles="C=CC(=O)OCCCCCC[C@H](COC)OCCCF.c1ccccc1" total_energy_ha=-1220.34198 mol_weight_g_mol=368.5
C -1.9862 -1.6254 -3.1875 -0.42
C -1.0186 -1.1200 -4.2377 -0.42
C -0.4827 0.4557 -4.2333 0.61
O 0.8595 0.6208 -4.3384 -0.50
O -1.3955 1.6210 -4.1386 -0.35
C -1.3263 2.2320 -2.8016 -0.45
C -0.1005 3.3211 -2.6968 -0.48
C 1.1056 2.7410 -1.7023 -0.52
C 1.3430 3.7809 -0.4354 -0.48
C 0.9528 3.1245 1.0337 -0.53
C 2.1197 3.3053 2.1773 -0.68
C 2.0543 1.9263 3.1177 0.26
C 2.9199 2.1184 4.4965 -0.77
O 2.7175 1.0288 5.4961 -0.37
C 1.3757 1.1034 6.0982 -0.60
O 2.3358 0.6934 2.3675 -0.42
C 3.7038 0.6611 1.8279 -0.01
C 3.8123 -0.7592 0.9513 -0.62
C 4.3657 -2.0269 1.8295 -0.26
F 3.2399 -2.5570 2.6396 -0.31
H -2.9957 -2.1167 -3.5526 0.23
H -1.7137 -1.5435 -2.0287 0.27
H -0.6602 -1.8427 -5.1106 0.30
H -1.2801 1.3599 -2.0226 0.22
H -2.3309 2.8169 -2.6198 0.30
H -0.5758 4.3086 -2.2348 0.34
H 0.4295 3.5471 -3.7414 0.26
H 2.1409 2.6429 -2.2468 0.33
H 0.7855 1.6628 -1.3773 0.19
H 2.4770 4.1432 -0.3554 0.31
H 0.7037 4.7648 -0.5295 0.32
H -0.0456 3.5941 1.4880 0.32
H 0.6745 1.9877 0.8099 0.22
H 3.2054 3.4452 1.7529 0.29
H 1.8959 4.2219 2.9032 0.36
H 0.9106 1.8545 3.4527 0.16
H 4.0706 2.3489 4.3079 0.30
H 2.4919 3.0990 5.0255 0.42
H 0.8386 0.0712 5.8311 0.22
H 1.3778 1.1597 7.2805 0.24
H 0.7178 2.0015 5.7281 0.26
H 3.9181 1.5152 1.0213 0.14
H 4.5540 0.7673 2.6298 0.20
H 2.7156 -1.0566 0.5890 0.21
H 4.4575 -0.6031 -0.0363 0.36
H 4.6401 -2.8831 1.0440 0.24
H 5.3447 -1.8264 2.4380 0.27
C -6.3957 -3.9986 -1.8995 -0.40
C -6.7934 -5.2762 -2.2926 -0.34
C -5.8442 -6.2860 -2.4478 -0.36
C -4.4954 -6.0170 -2.2139 -0.37
C -4.0966 -4.7370 -1.8298 -0.32
C -5.0463 -3.7281 -1.6709 -0.34
H -7.1364 -3.2138 -1.7721 0.35
H -7.8441 -5.4853 -2.4774 0.35
H -6.1549 -7.2824 -2.7509 0.35
H -3.7560 -6.8041 -2.3323 0.35
H -3.0448 -4.5256 -1.6533 0.35
H -4.7356 -2.7313 -1.3693 0.39